Entry 1:
A molecular structure, C4H11N2O4S2Zn in a non-equilibrium geometry. Source: the Open Molecules 2025 dataset; level of theory: ωB97M-V with the def2-TZVPD basis set.

XYZ file:
```
24
C4H11N2O4S2Zn ωB97M-V with the def2-TZVPD basis set
C -2.166 2.178 -2.401
C -1.106 1.930 -1.138
C -1.794 1.124 0.130
C -0.665 0.806 1.276
N -0.473 -0.690 1.562
S 1.096 -1.132 0.850
O 2.232 -0.374 1.602
O 1.002 -0.730 -0.646
N 1.462 -2.849 1.027
S 2.990 -3.124 0.226
O 2.911 -2.990 -1.344
O 3.570 -4.572 0.465
H -3.221 2.495 -2.006
H -1.669 2.993 -3.100
H -2.191 1.173 -3.020
H -0.181 1.388 -1.609
H -0.692 2.954 -0.693
H -2.622 1.867 0.562
H -2.351 0.173 -0.286
H 0.346 1.310 0.894
H -0.895 1.302 2.334
H -1.245 -1.230 1.113
H 3.963 -2.186 0.680
Zn 1.699 -1.817 3.520
```

## Properties
**Orbital gap**: 4.295 eV
**Total charge**: +1

Entry 2:
A molecular structure, C25H51BNNaO13 in a non-equilibrium geometry. Source: the Open Molecules 2025 dataset; level of theory: ωB97M-V with the def2-TZVPD basis set.

XYZ file:
```
92
C25H51BNNaO13 ωB97M-V with the def2-TZVPD basis set
Na 2.052 1.113 -1.878
O -9.360 4.245 1.856
C -8.242 4.544 1.321
O -7.027 3.983 1.470
B -5.991 4.664 0.591
O -6.811 5.545 -0.266
C -8.046 5.603 0.189
O -8.879 6.479 -0.234
O -5.172 3.773 -0.263
C -3.900 3.938 0.015
O -2.975 3.352 -0.518
C -3.785 4.890 1.185
O -4.980 5.332 1.410
O -2.744 5.262 1.663
C 2.750 1.911 4.826
C 3.583 1.907 3.535
C 4.851 0.993 3.646
O 2.672 1.339 2.516
H 1.874 2.559 4.785
H 3.290 2.358 5.661
H 2.509 0.873 5.053
H 3.922 2.915 3.296
H 4.602 -0.010 3.300
H 5.326 0.934 4.625
H 5.562 1.440 2.950
H 2.039 0.840 3.038
C -1.721 -1.344 -5.902
C -0.210 -1.169 -6.204
C 0.103 -1.137 -7.713
O 0.137 0.086 -5.755
H -2.148 -0.595 -6.569
H -1.993 -1.209 -4.856
H -2.013 -2.332 -6.260
H 0.387 -1.900 -5.660
H -0.415 -0.362 -8.277
H -0.205 -2.047 -8.228
H 1.152 -1.122 -8.010
H -0.316 0.767 -6.258
C 6.135 4.298 -2.681
C 4.916 4.843 -3.432
C 4.587 3.968 -4.729
O 3.823 4.600 -2.547
H 6.414 5.049 -1.942
H 6.947 4.048 -3.363
H 6.010 3.367 -2.129
H 4.913 5.920 -3.603
H 4.918 2.930 -4.751
H 4.931 4.249 -5.724
H 3.501 3.927 -4.812
H 3.852 5.092 -1.723
C 5.388 -4.192 -1.816
C 5.759 -2.708 -1.687
C 7.324 -2.573 -1.817
O 5.130 -1.947 -2.632
H 4.338 -4.440 -1.661
H 5.851 -4.837 -1.069
H 5.606 -4.588 -2.808
H 5.544 -2.281 -0.707
H 7.748 -3.209 -1.040
H 7.611 -1.538 -1.630
H 7.682 -2.942 -2.778
H 5.465 -2.087 -3.521
C -2.686 -4.827 2.363
C -2.504 -3.285 1.953
C -3.802 -2.765 1.347
C -4.980 -2.774 2.370
C -4.636 -1.684 3.382
C -3.300 -2.107 4.143
N -2.258 -2.398 3.139
O -1.083 -2.796 3.706
C -2.899 -0.782 4.860
C -3.630 -3.324 5.109
C -1.422 -2.973 0.839
H -3.735 -5.118 2.425
H -2.187 -5.108 3.291
H -2.306 -5.510 1.603
H -3.658 -1.745 0.989
H -4.037 -3.381 0.479
H -5.250 -3.746 2.781
H -5.910 -2.544 1.850
H -5.516 -1.509 4.000
H -4.466 -0.708 2.926
H -2.026 -0.878 5.506
H -2.592 -0.001 4.163
H -3.689 -0.349 5.473
H -4.019 -4.175 4.551
H -2.678 -3.561 5.584
H -4.415 -3.065 5.820
H -1.648 -2.079 0.258
H -1.276 -3.755 0.093
H -0.400 -2.902 1.212
H -1.266 -3.520 4.311
```

## Properties
**Orbital gap**: 5.654 eV
**Energy above the lowest of the compared OMol25 structures with the same formula, charge and spin**: 392.7 kJ/mol

Entry 3:
2 unconnected molecules or ions with the total composition C6H12N3S in a non-equilibrium geometry. Source: the Open Molecules 2025 dataset; level of theory: ωB97M-V with the def2-TZVPD basis set.

XYZ file:
```
22
C6H12N3S ωB97M-V with the def2-TZVPD basis set
C -1.161 -0.204 4.384
C -0.086 0.473 4.808
C -0.552 0.628 2.275
C -0.788 -0.266 -2.369
C 1.385 0.654 -2.485
C 0.687 -0.630 -0.516
N -1.447 -0.088 3.022
N -0.615 0.906 1.040
N 0.490 -0.218 -1.693
S 0.588 1.314 3.495
H -1.963 -0.583 4.844
H 0.332 0.677 5.770
H -0.695 -0.854 -3.295
H -1.743 -0.662 -1.748
H -1.048 0.768 -2.720
H 1.542 0.265 -3.440
H 0.880 1.665 -2.444
H 2.425 0.693 -2.070
H -0.011 -1.098 0.088
H 1.724 -0.690 -0.171
H 0.025 1.596 0.772
H -2.254 -0.384 2.646
```

## Properties
**Orbital gap**: 7.300 eV
**Total charge**: +1
**Energy above the lowest of the compared OMol25 structures with the same formula, charge and spin**: 177.2 kJ/mol